(1)
The following is a DFT calculation (the ωB97M-V functional and the def2-TZVPD basis) of a molecular structure, C32H35N3O4V.

```
75
C32H35N3O4V the ωB97M-V functional and the def2-TZVPD basis
V -0.397 0.313 -0.391
C 1.016 -3.463 0.194
C 0.312 -3.807 1.511
C 1.349 -3.995 2.613
C -0.739 -2.762 1.834
C -1.862 -2.658 1.014
C -2.813 -1.672 1.213
C -2.671 -0.741 2.242
C -3.680 0.358 2.424
C -1.560 -0.852 3.067
C -0.611 -1.847 2.871
H 1.731 -4.244 -0.076
H 1.559 -2.521 0.292
H 0.311 -3.342 -0.629
H -0.218 -4.761 1.379
H 1.952 -3.092 2.734
H 2.029 -4.809 2.351
H 0.887 -4.230 3.574
H -1.967 -3.330 0.169
H -3.650 -1.584 0.532
H -4.514 0.029 3.053
H -4.075 0.666 1.456
H -3.223 1.227 2.899
H -1.401 -0.115 3.846
H 0.266 -1.859 3.506
O 4.856 -0.425 0.515
C 4.422 0.016 1.712
C 5.350 0.179 2.734
C 4.953 0.615 3.994
C 3.615 0.896 4.244
C 2.686 0.741 3.230
C 3.058 0.305 1.954
C 2.029 0.137 0.919
O 0.785 0.350 1.219
N 2.408 -0.289 -0.271
N 1.329 -0.438 -1.092
C 1.532 -1.055 -2.262
C 0.491 -1.474 -3.117
C 0.816 -2.071 -4.362
C -0.139 -2.550 -5.237
C -1.487 -2.455 -4.906
C -1.847 -1.873 -3.690
C -0.911 -1.374 -2.783
O -1.344 -0.849 -1.647
H 4.036 -0.491 -0.065
H 6.387 -0.050 2.519
H 5.693 0.734 4.778
H 3.300 1.238 5.223
H 1.638 0.957 3.388
H 2.561 -1.277 -2.544
H 1.868 -2.146 -4.624
H 0.167 -2.995 -6.179
H -2.252 -2.819 -5.583
H -2.891 -1.783 -3.411
O -3.714 0.785 -0.941
H -3.003 1.391 -0.648
H -3.164 0.086 -1.336
C 0.127 2.410 -3.137
C -0.572 3.491 -2.372
C -0.728 4.760 -2.900
C -1.382 5.771 -2.201
C -1.885 5.486 -0.938
C -1.755 4.230 -0.371
C -2.311 3.931 0.992
C -1.097 3.182 -1.080
N -0.998 1.954 -0.551
H 0.488 2.780 -4.099
H -0.540 1.560 -3.315
H 0.972 2.009 -2.569
H -0.325 4.963 -3.889
H -1.492 6.760 -2.632
H -2.392 6.265 -0.371
H -2.519 4.852 1.542
H -1.608 3.315 1.555
H -3.242 3.357 0.926
```

For the LUMO energy (spin up / spin down), the calculation gives 4.769 / 4.763 eV. The calculation puts the highest occupied orbital energy (spin up / spin down) at 0.88 / -1.30 eV. Its net charge is -2. The value obtained for the maximum force is 0.48 eV Å⁻¹. Its molar mass is 576.59 u. The value obtained for the relative energy (zero: lowest compared OMol25 entry of this formula, charge and spin) is 0.0 kJ/mol. Its spin multiplicity is 4.

---

(2)
The following is a DFT calculation (the ωB97M-V functional and the def2-TZVPD basis) of a single C32H35N5O3S molecule.

```
76
C32H35N5O3S the ωB97M-V functional and the def2-TZVPD basis
O -1.619 -1.701 0.049
C -1.764 -0.628 -0.505
N -2.980 -0.125 -0.822
C -4.219 -0.797 -0.501
C -5.071 0.038 0.455
C -6.380 -0.689 0.745
N -7.110 -0.912 -0.490
C -8.443 -1.431 -0.235
C -9.301 -0.408 0.458
C -9.312 0.905 0.001
C -10.099 1.857 0.620
C -10.892 1.508 1.701
C -10.890 0.203 2.160
C -10.095 -0.749 1.543
C -6.349 -1.766 -1.382
C -5.036 -1.087 -1.760
C -0.606 0.226 -0.903
C 0.592 -0.411 -1.215
C 1.707 0.323 -1.567
C 1.649 1.712 -1.600
C 2.887 2.502 -1.941
N 3.912 2.322 -0.917
C 3.817 3.061 0.231
S 2.653 4.198 0.495
N 4.749 2.849 1.193
C 5.780 1.948 1.083
C 6.717 1.752 2.096
C 7.730 0.838 1.931
C 7.856 0.064 0.760
N 8.927 -0.794 0.615
C 9.182 -1.467 -0.643
C 8.471 -2.825 -0.690
O 8.886 -3.633 0.392
C 8.637 -3.001 1.625
C 9.350 -1.642 1.715
C 6.916 0.277 -0.249
C 5.894 1.208 -0.096
C 4.916 1.392 -1.171
O 4.953 0.787 -2.223
C 0.460 2.350 -1.277
C -0.660 1.615 -0.933
H -3.045 0.745 -1.326
H -3.930 -1.737 -0.018
H -4.530 0.213 1.386
H -5.296 1.002 -0.006
H -7.003 -0.080 1.404
H -6.163 -1.643 1.260
H -8.896 -1.670 -1.204
H -8.414 -2.363 0.360
H -8.686 1.167 -0.839
H -10.098 2.876 0.259
H -11.509 2.251 2.184
H -11.504 -0.076 3.004
H -10.093 -1.766 1.909
H -6.943 -1.939 -2.284
H -6.134 -2.747 -0.920
H -4.470 -1.728 -2.438
H -5.257 -0.147 -2.270
H 0.629 -1.489 -1.173
H 2.629 -0.179 -1.821
H 3.320 2.141 -2.878
H 2.658 3.566 -2.016
H 4.655 3.408 2.031
H 6.650 2.331 3.005
H 8.459 0.735 2.720
H 8.889 -0.837 -1.481
H 10.263 -1.639 -0.701
H 8.731 -3.374 -1.596
H 7.381 -2.679 -0.651
H 9.002 -3.682 2.395
H 7.554 -2.847 1.758
H 9.128 -1.183 2.676
H 10.431 -1.794 1.633
H 6.928 -0.271 -1.177
H 0.413 3.428 -1.280
H -1.564 2.137 -0.652
```

For the LUMO energy, the calculation gives 0.089 eV. The calculation puts the highest occupied orbital energy at -7.66 eV. The SMILES is O=C(NC1CCN(Cc2ccccc2)CC1)c1ccc(Cn2c(=S)[nH]c3ccc(N4CCOCC4)cc3c2=O)cc1. The value obtained for the maximum force is 0.87 eV Å⁻¹. Its molar mass is 569.73 u. The value obtained for the relative energy (zero: lowest compared OMol25 entry of this formula, charge and spin) is 0.0 kJ/mol.

---

(3)
The following is a DFT calculation (the ωB97M-V functional and the def2-TZVPD basis) of a molecular structure, C32H36AsFeN10O3S.

```
84
C32H36AsFeN10O3S the ωB97M-V functional and the def2-TZVPD basis
Fe -0.444 -0.844 0.448
O -0.463 1.406 4.010
C -0.226 0.604 3.108
N -0.925 0.390 1.991
C -2.171 1.118 1.885
C -3.231 0.237 1.269
C -4.581 0.410 1.562
C -5.517 -0.412 0.966
C -5.084 -1.394 0.083
C -3.728 -1.502 -0.154
N -2.816 -0.713 0.422
C 0.974 -0.312 3.262
C 1.826 -0.143 4.345
C 2.878 -1.024 4.509
C 3.040 -2.051 3.588
C 2.155 -2.130 2.528
N 1.144 -1.275 2.355
H -2.064 2.004 1.244
H -2.497 1.484 2.860
H -4.878 1.184 2.257
H -6.570 -0.296 1.186
H -5.780 -2.057 -0.411
H -3.346 -2.248 -0.844
H 1.624 0.666 5.033
H 3.560 -0.921 5.343
H 3.840 -2.772 3.684
H 2.259 -2.906 1.778
N -1.370 -2.762 2.047
N -1.368 -4.004 1.425
C -1.064 -4.103 0.117
N -1.113 -5.314 -0.430
N -0.772 -2.945 -0.489
N -0.491 -2.947 -1.830
O -0.292 -1.836 -2.288
O -0.396 -3.974 -2.489
H -0.716 -2.737 2.818
H -2.303 -2.502 2.344
H -1.629 -4.835 1.933
H -1.315 -6.125 0.127
H -0.851 -5.402 -1.400
S -1.731 4.756 -3.248
C -1.337 3.245 -2.384
C -1.909 2.034 -2.750
C -1.606 0.902 -2.015
N -0.766 0.914 -0.978
C -0.195 2.074 -0.650
C -0.449 3.259 -1.317
C -3.382 4.966 -2.592
C -4.486 4.459 -3.261
C -5.738 4.637 -2.691
N -5.940 5.274 -1.541
C -4.875 5.774 -0.922
C -3.578 5.651 -1.403
H -2.589 1.974 -3.588
H -2.050 -0.051 -2.265
H 0.467 2.052 0.210
H 0.020 4.180 -1.000
H -4.379 3.949 -4.209
H -6.622 4.252 -3.188
H -5.062 6.301 0.007
H -2.743 6.076 -0.863
C 2.292 0.230 -2.352
As 2.053 -0.657 -0.636
C 2.828 -2.373 -1.157
C 3.495 0.267 0.353
C 4.892 -0.109 -0.043
C 5.607 0.682 -0.937
C 6.893 0.332 -1.329
C 7.485 -0.815 -0.825
C 6.784 -1.610 0.073
C 5.500 -1.260 0.456
H 3.329 0.122 -2.671
H 2.049 1.288 -2.269
H 1.633 -0.229 -3.087
H 3.878 -2.254 -1.418
H 2.280 -2.713 -2.037
H 2.737 -3.122 -0.372
H 3.323 0.135 1.420
H 3.320 1.321 0.126
H 5.156 1.587 -1.328
H 7.433 0.962 -2.022
H 8.488 -1.087 -1.124
H 7.241 -2.505 0.475
H 4.960 -1.885 1.157
```

For the LUMO energy (spin up / spin down), the calculation gives -2.783 / -2.792 eV. The calculation puts the highest occupied orbital energy (spin up / spin down) at -10.62 / -10.88 eV. Its net charge is +1. The value obtained for the maximum force is 0.41 eV Å⁻¹. Its molar mass is 771.54 u. The value obtained for the relative energy (zero: lowest compared OMol25 entry of this formula, charge and spin) is 0.0 kJ/mol. Its spin multiplicity is 5.

---

(4)
The following is a DFT calculation (the ωB97M-V functional and the def2-TZVPD basis) of 2 unconnected molecules or ions with the total composition C32H36ClN2O5 in a non-equilibrium geometry.

```
76
C32H36ClN2O5 the ωB97M-V functional and the def2-TZVPD basis
C -6.602 0.046 2.480
C -5.273 0.667 2.136
O -4.277 0.031 2.961
C -3.045 0.573 2.818
C -2.028 -0.253 3.498
N -0.788 0.059 3.313
C 0.296 -0.641 3.444
C 1.616 -0.126 3.173
C 2.718 -1.013 3.155
C 4.009 -0.545 2.941
C 4.212 0.833 2.742
Cl 5.805 1.414 2.509
C 3.129 1.727 2.734
C 1.829 1.246 2.928
O -2.818 1.584 2.176
H -7.354 0.336 1.744
H -6.547 -1.046 2.505
H -6.935 0.404 3.458
H -5.027 0.499 1.077
H -5.280 1.744 2.344
H -2.383 -1.132 4.033
H 0.226 -1.702 3.733
H 2.535 -2.075 3.322
H 4.856 -1.225 2.937
H 3.314 2.787 2.582
H 0.973 1.919 2.905
C -6.947 -0.095 9.608
C -5.528 -0.675 9.617
C -4.544 0.472 9.401
C -5.262 -1.281 11.000
C -5.375 -1.751 8.518
C -4.452 -1.663 7.516
C -4.282 -2.679 6.518
C -3.238 -2.557 5.575
C -3.050 -3.466 4.485
C -4.164 -3.973 3.736
C -3.986 -4.876 2.706
C -2.690 -5.345 2.415
N -2.527 -6.419 1.496
O -1.376 -6.859 1.274
O -3.545 -6.895 0.941
C -1.563 -4.823 3.089
C -1.741 -3.900 4.098
C -5.118 -3.839 6.612
C -6.079 -4.000 7.575
C -6.966 -5.265 7.684
C -6.735 -5.966 9.030
C -6.666 -6.267 6.569
C -8.452 -4.892 7.595
C -6.252 -2.934 8.570
O -7.134 -3.031 9.459
H -7.675 -0.885 9.807
H -7.030 0.677 10.381
H -7.164 0.353 8.632
H -3.509 0.115 9.447
H -4.718 0.956 8.432
H -4.679 1.226 10.187
H -4.247 -1.693 11.046
H -5.362 -0.504 11.767
H -5.981 -2.078 11.206
H -3.783 -0.797 7.460
H -2.454 -1.846 5.828
H -5.175 -3.647 3.985
H -4.828 -5.278 2.143
H -0.578 -5.198 2.819
H -0.877 -3.539 4.662
H -4.944 -4.646 5.905
H -7.000 -5.294 9.850
H -7.361 -6.865 9.089
H -5.683 -6.258 9.132
H -6.835 -5.822 5.580
H -5.634 -6.635 6.632
H -7.337 -7.131 6.667
H -8.661 -4.392 6.643
H -9.062 -5.801 7.662
H -8.717 -4.222 8.417
```

For the LUMO energy, the calculation gives 0.032 eV. The calculation puts the highest occupied orbital energy at -2.97 eV. Its net charge is -1. The value obtained for the maximum force is 3.39 eV Å⁻¹. Its molar mass is 564.10 u. The value obtained for the relative energy (zero: lowest compared OMol25 entry of this formula, charge and spin) is 0.0 kJ/mol.

---

(5)
The following is a DFT calculation (the ωB97M-V functional and the def2-TZVPD basis) of a molecular structure, C32H36IO3P3Re.

```
76
C32H36IO3P3Re the ωB97M-V functional and the def2-TZVPD basis
Re 0.995 0.028 0.164
O 1.635 0.523 2.236
C 0.813 -0.378 2.097
C 0.110 -1.303 2.939
C 0.269 -1.451 4.314
C -0.507 -2.404 4.954
C -1.411 -3.179 4.233
C -1.569 -3.024 2.857
C -0.801 -2.076 2.210
P -0.822 -1.648 0.433
C -0.798 -3.236 -0.402
C -1.950 -3.993 -0.625
C -1.838 -5.279 -1.131
C -0.587 -5.822 -1.389
C 0.563 -5.088 -1.128
C 0.459 -3.799 -0.632
C -2.331 -0.706 0.184
C -2.350 0.564 1.028
C -3.760 1.188 1.074
C -4.456 1.123 -0.258
C -4.226 0.126 -1.115
C -3.208 -0.875 -0.814
H 0.985 -0.848 4.857
H -0.406 -2.555 6.020
H -2.001 -3.922 4.754
H -2.271 -3.643 2.314
H -2.928 -3.603 -0.378
H -2.731 -5.863 -1.310
H -0.507 -6.828 -1.780
H 1.538 -5.522 -1.305
H 1.360 -3.234 -0.415
H -2.084 0.314 2.063
H -4.334 0.510 1.723
H -5.216 1.867 -0.467
H -4.792 0.031 -2.032
H -3.133 -1.732 -1.471
I 5.473 6.902 -0.336
C 5.007 4.870 -0.352
C 3.691 4.467 -0.160
C 3.381 3.119 -0.172
C 4.379 2.168 -0.372
C 5.695 2.583 -0.560
C 6.010 3.931 -0.552
C 4.116 0.707 -0.391
O 4.945 -0.143 -0.531
O 2.810 0.360 -0.257
H 2.917 5.206 -0.002
H 2.354 2.810 -0.017
H 6.465 1.839 -0.710
H 7.033 4.248 -0.699
C 1.646 -1.656 -2.976
P 0.797 -0.216 -2.276
C -0.811 -0.144 -3.137
C 1.740 1.170 -2.989
H 1.743 -1.508 -4.053
H 1.080 -2.566 -2.791
H 2.641 -1.750 -2.539
H -0.784 0.661 -3.870
H -1.636 0.030 -2.457
H -0.982 -1.083 -3.662
H 1.614 1.165 -4.073
H 2.795 1.048 -2.757
H 1.406 2.130 -2.596
C -3.820 2.574 1.707
P -0.858 1.535 0.502
C -0.447 2.691 1.842
C -1.303 2.589 -0.914
H -4.858 2.871 1.849
H -3.340 2.587 2.686
H -3.352 3.330 1.074
H -1.180 3.494 1.877
H 0.543 3.115 1.673
H -0.434 2.173 2.800
H -1.663 3.554 -0.558
H -2.089 2.120 -1.503
H -0.433 2.758 -1.548
```

For the LUMO energy (spin up / spin down), the calculation gives -6.384 / -7.687 eV. The calculation puts the highest occupied orbital energy (spin up / spin down) at -12.79 / -12.79 eV. Its net charge is +2. The value obtained for the maximum force is 0.62 eV Å⁻¹. Its molar mass is 874.67 u. The value obtained for the relative energy (zero: lowest compared OMol25 entry of this formula, charge and spin) is 0.0 kJ/mol. Its spin multiplicity is 2.

---

(6)
The following is a DFT calculation (the ωB97M-V functional and the def2-TZVPD basis) of a molecular structure, C32H36N3O4SeV.

```
77
C32H36N3O4SeV the ωB97M-V functional and the def2-TZVPD basis
V -0.997 -1.303 -1.150
C -2.108 1.065 3.754
C -3.232 0.639 2.816
C -4.580 0.899 3.496
C -3.132 -0.801 2.348
C -4.088 -1.295 1.455
C -4.054 -2.601 1.016
C -3.052 -3.478 1.434
C -2.996 -4.878 0.901
C -2.081 -2.982 2.289
C -2.121 -1.665 2.746
H -2.219 2.119 4.021
H -1.122 0.933 3.308
H -2.132 0.485 4.680
H -3.182 1.267 1.921
H -4.682 0.274 4.387
H -5.417 0.675 2.835
H -4.663 1.945 3.804
H -4.848 -0.630 1.062
H -4.784 -2.940 0.290
H -2.823 -4.846 -0.177
H -3.935 -5.408 1.078
H -2.192 -5.448 1.369
H -1.263 -3.626 2.595
H -1.339 -1.325 3.412
C 3.185 3.906 -2.553
C 3.939 3.185 -1.473
C 5.227 3.561 -1.118
C 5.933 2.892 -0.128
C 5.332 1.838 0.541
C 4.039 1.455 0.222
C 3.345 2.110 -0.794
N 2.034 1.761 -1.143
C 1.413 0.528 -1.020
N 2.234 -0.532 -1.127
C 2.015 -1.922 -0.850
C 0.725 -2.444 -0.736
C 0.679 -3.815 -0.435
C 1.809 -4.597 -0.283
C 3.068 -4.030 -0.446
C 3.195 -2.680 -0.735
C 4.566 -2.082 -0.915
N 0.119 0.462 -0.884
C -0.574 1.681 -0.640
C -0.624 2.169 0.664
C -1.290 3.348 0.952
C -1.915 4.046 -0.072
C -1.858 3.562 -1.369
C -1.187 2.381 -1.687
C -1.097 1.900 -3.104
H 3.821 4.646 -3.036
H 2.310 4.432 -2.159
H 2.823 3.210 -3.312
H 5.685 4.391 -1.643
H 6.941 3.198 0.120
H 5.860 1.313 1.327
H 3.562 0.652 0.768
H 1.399 2.522 -1.331
H 3.177 -0.291 -1.378
H -0.297 -4.284 -0.350
H 1.718 -5.654 -0.058
H 3.963 -4.637 -0.351
H 5.328 -2.854 -0.809
H 4.787 -1.304 -0.178
H 4.703 -1.637 -1.907
H -0.145 1.592 1.445
H -1.331 3.709 1.972
H -2.451 4.963 0.138
H -2.353 4.102 -2.167
H -1.796 2.450 -3.734
H -1.319 0.835 -3.186
H -0.090 2.055 -3.506
O -2.349 -2.957 -1.545
Se -2.826 -1.865 -2.742
O -3.831 -2.417 -3.868
O -1.298 -1.378 -3.230
O -3.263 -0.551 -1.837
```

For the LUMO energy (spin up / spin down), the calculation gives 2.264 / 2.264 eV. The calculation puts the highest occupied orbital energy (spin up / spin down) at -3.27 / -2.67 eV. Its net charge is -1. The value obtained for the maximum force is 0.61 eV Å⁻¹. Its molar mass is 656.56 u. The value obtained for the relative energy (zero: lowest compared OMol25 entry of this formula, charge and spin) is 265.3 kJ/mol. Its spin multiplicity is 2.